No. 1
The following is a quantum chemistry calculation of a molecular structure, C31H26BrN8O2Se4Sn, from the OMol25 dataset.

Its spin multiplicity is 1. Its total charge is -1. The value obtained for the maximum force is 3.43 eV/Å. Its HOMO-LUMO gap is 6.095 eV. The LUMO energy comes out at 0.0640 Ha. The calculation puts the energy above the lowest of the compared OMol25 structures with the same formula, charge and spin at 56.36 kJ/mol.

CARTESIAN COORDINATES (ANGSTROEM)
H 2.70652 2.46352 -3.56925
C 0.62964 -2.77164 -3.39458
C 4.74970 -1.26926 -3.52654
N 5.94511 0.68920 -0.97594
Se 1.79311 3.57211 2.48159
C -1.87187 -0.08627 -4.61433
C -3.05457 2.15455 3.30557
H 1.14107 1.59844 -4.83190
C 1.14122 -0.05389 3.37766
C 0.93141 0.35548 4.68220
C -2.30627 0.89027 0.92482
Se 4.67033 1.20664 2.14513
Br -0.61122 0.60967 7.12386
N 5.35907 -0.36280 -2.86270
H -2.65800 -0.46641 -5.29605
O 1.17202 1.67237 -2.33736
H 2.32845 -1.50038 -2.96047
N -1.07166 0.62554 -0.99362
O -0.38161 2.34097 0.82717
C -5.06878 0.68641 3.43290
N 4.18504 -2.10326 -4.13689
C -4.30583 -0.61671 1.09428
N 4.19227 -0.85178 -0.90737
H -0.69932 -2.96723 1.11997
H -4.07546 -1.08822 0.14651
H -2.65465 -0.62999 -2.66425
C -0.02080 -2.19306 0.77519
H -0.86274 0.80339 -6.30218
C 5.11382 -0.16866 -1.59208
Se 2.39894 4.12389 0.30789
C -1.91588 2.56339 2.65405
N 1.23680 -1.86770 -1.27220
C 0.26542 1.10472 -4.44191
C -0.74620 -3.18571 -1.44421
H 1.67620 0.99865 5.18467
H 2.68415 0.71694 -3.31946
C -0.50986 -3.38006 -2.78551
C -0.80992 0.58905 -5.22109
H 6.49591 1.21918 -1.67166
C 1.47455 -2.03531 -2.56066
N 0.50806 -1.23580 1.41080
H -1.74956 -1.68421 2.79802
H 3.61974 -1.60533 -1.30279
C -1.46029 1.91432 1.42002
H -1.59607 -3.50309 -0.87351
H -2.15337 -0.94952 5.07518
H 0.76760 -2.88826 -4.43963
Se 3.84451 2.87053 3.59253
C 0.22603 -2.41011 -0.67500
C -3.46006 0.40349 1.60504
N -2.19273 0.52598 -0.42634
C -1.91275 -0.08186 -3.23450
H -6.80674 -0.53152 3.34481
C -1.21760 -0.77845 4.64507
C -5.47089 -0.94944 1.71404
C -0.23681 0.01802 5.29467
H 3.17788 1.77968 -2.02652
C -0.96240 -1.21824 3.39671
C -5.88828 -0.31369 2.87369
H -6.12735 -1.70880 1.24544
H 2.11471 0.15068 2.86161
H -3.37008 2.64383 4.22279
H -1.18292 -3.89308 -3.45251
C 2.45192 1.62055 -2.85899
H -1.34346 3.43063 3.01606
C 0.15592 1.10076 -3.03576
C -3.87271 1.09528 2.80243
Sn 1.55236 1.64126 0.32763
H 4.19359 -0.69519 0.11172
H 5.95481 0.98192 -0.00960
C 0.21512 -0.85249 2.76225
H -5.45398 1.19083 4.31733
C -0.99030 0.54528 -2.40392



No. 2
The following is a quantum chemistry calculation of a molecular structure, C63H53N5OP2RuS3, from the OMol25 dataset.

Its spin multiplicity is 6. Its total charge is +3. As for the expectation value of S²: 8.765. The value obtained for the maximum force is 2.24 eV/Å. Its HOMO-LUMO gap (alpha / beta) is 7.692 / 4.724 eV. The LUMO energy (alpha / beta) comes out at -0.2422 / -0.3535 Ha. The calculation puts the energy above the lowest of the compared OMol25 structures with the same formula, charge and spin at 66.38 kJ/mol.

CARTESIAN COORDINATES (ANGSTROEM)
C 3.66478 1.63913 2.26759
C 3.83429 1.92064 -3.01433
C -1.98129 2.26267 5.19028
H 5.34856 0.92237 0.38631
C 4.91858 1.18750 -0.56640
H -0.78475 -0.55797 -6.84152
C 0.83239 -3.39758 -2.50605
H -2.49852 -2.31848 -6.67786
H -0.64574 2.83051 6.76147
H -0.13469 -3.26649 -2.97116
H 4.36484 -5.50139 -3.64579
H -3.75731 2.86974 -4.51888
C -2.30238 -5.19259 1.56942
H 1.42157 -4.98136 -3.83862
N 0.28900 5.74324 -0.54400
H 4.67298 2.84849 3.70788
C 5.15299 2.22961 -2.71933
C -2.89211 3.48801 -4.33498
C -2.07817 -3.05434 4.45509
P 2.47722 0.02965 0.32368
C 3.14581 -0.61804 2.96004
C -5.19713 -0.19908 1.42862
H 3.63545 2.41466 1.51505
H -2.83676 2.74792 5.63478
C 4.05708 -5.47092 -2.60017
H 0.21678 5.68294 -3.67888
H 6.15439 -3.10784 0.38478
C -0.74858 2.30641 5.82508
N -0.81969 6.35013 -0.08934
C -2.12903 1.57857 3.99451
P -1.11697 -0.04652 1.88926
C 2.93531 -4.51215 -2.38690
C -3.02948 -6.11961 2.48367
C -2.23811 0.34179 -3.94465
C 3.05666 1.25012 -2.08829
C 0.34831 1.67240 5.26071
H -1.40153 -1.05001 4.55328
H -2.22554 1.88258 0.10939
H -0.59839 1.15596 -5.07719
C 1.13622 -2.60042 -1.41647
H -0.11117 3.26098 2.44367
H -4.54470 2.50487 -0.49569
C 5.15154 -2.98277 0.00782
N -0.62273 1.23050 -1.97098
C 4.61328 -3.82247 -0.94232
Ru 0.21324 1.06175 0.08425
C -2.61663 5.77902 1.51643
C -2.75866 4.71563 -4.96406
H -4.04604 -6.27697 2.11781
H 5.54120 -5.74630 -0.98440
C -0.65207 5.06853 -3.85861
S -0.22713 -1.68244 -0.63743
H 4.68692 1.08848 5.43327
C 0.45167 4.53512 0.02187
H -3.89270 -0.63531 -3.00214
H -2.32636 -3.08380 5.50486
C -4.36545 1.65230 0.14284
H 4.82520 -1.21172 1.12917
C 0.21047 0.99561 4.06354
H 3.69560 -1.12248 4.95852
O -1.19836 -1.42999 -1.70588
C 4.37825 -1.90872 0.43619
H 2.73428 -1.59657 2.74231
C 3.15710 0.37362 1.97445
C -1.54173 -1.89295 3.89438
C 5.69252 1.85475 -1.49950
C 3.69164 -0.35393 4.20192
H -6.44208 1.17393 0.36134
S -2.10239 1.49796 -2.57706
C -3.31862 -1.58194 -4.84451
H -3.36948 5.03246 1.25476
C 3.58889 0.89074 -0.85111
H -2.20574 -6.15519 -0.35032
C -1.03172 0.93149 3.43095
C -3.07242 1.30432 0.48659
C -1.29129 -4.21115 -0.34593
H -3.73764 -1.39826 2.42220
C -2.35083 -4.11138 3.61876
C -3.02970 -5.41596 3.85728
C -1.45915 -0.57893 -5.99943
H -4.08560 -2.33806 -4.79003
C -2.43346 -1.56207 -5.91173
H -0.06443 0.68548 -2.63016
H 1.30575 1.69572 5.75843
H -1.00238 -4.30230 -1.37825
H -3.09692 1.52494 3.51484
H -2.43788 5.74276 2.59301
H -1.54428 6.45909 -5.21383
C -5.43113 0.90118 0.61674
N -0.59776 4.41155 0.88302
C 2.45034 -2.57911 -0.88736
H -0.00049 3.47225 -2.56746
H -6.02202 -0.79097 1.79190
C -0.98716 -3.04699 0.32712
C -1.64422 5.50507 -4.72129
H 5.76029 2.76568 -3.43266
C -2.83424 0.22006 1.33072
C -1.88560 3.06297 -3.48651
C -1.24309 -1.75046 2.54082
C -1.96800 -5.28470 0.23965
H -4.04078 -5.25352 4.24073
H 2.01815 1.01533 -2.30690
S 1.62465 3.35866 -0.20012
C -3.90554 -0.54365 1.78519
C 4.23220 1.88461 3.50462
C 5.19094 -4.97810 -1.67725
C 4.24646 0.89032 4.47058
H 3.41024 2.22067 -3.96081
H -3.00152 6.76212 1.26073
H -1.72076 3.25565 2.02310
C -1.96094 -4.01973 2.26859
C -1.36646 5.55430 0.77042
H 1.05500 0.48618 3.62102
H 6.71824 2.09147 -1.26400
C 3.07122 -1.67128 0.01044
C -1.35346 0.38522 -5.01069
H -2.50759 -6.00600 4.61366
C -0.77126 3.84031 -3.23070
H -2.56843 -7.10814 2.51762
C -1.35643 -2.88399 1.68139
N -0.76922 3.27201 1.65607
H -3.52864 5.05927 -5.63702
C 3.29326 -3.60160 -1.37566
H 0.88585 6.21502 -1.20845
C -3.22252 -0.62580 -3.84740
H 3.74647 -6.48669 -2.34217
H 6.06560 -4.65694 -2.24853
C 1.71357 -4.36087 -3.00731



No. 3
The following is a quantum chemistry calculation of a molecular structure, C11H44KN22O11, from the OMol25 dataset.

Its spin multiplicity is 1. Its total charge is +1. The value obtained for the maximum force is 8.32 eV/Å. Its HOMO-LUMO gap is 8.090 eV. The LUMO energy comes out at -0.0967 Ha. The calculation puts the energy above the lowest of the compared OMol25 structures with the same formula, charge and spin at 0.00 kJ/mol.

CARTESIAN COORDINATES (ANGSTROEM)
N -1.66836 5.40015 -0.23272
O 1.40946 -1.25131 -4.72318
H -3.71786 1.31860 0.60377
O 0.35456 -7.21453 -0.09125
H -2.89967 1.44550 -1.60770
H -4.15618 -0.22843 1.11002
N 3.34163 4.15720 3.86669
H -0.91014 6.05190 -0.08984
H -1.65106 1.39738 -4.16323
H 0.04132 -2.50238 -3.33824
K 0.27630 -0.31188 -0.60246
H -3.17130 -1.37850 2.42945
H -0.75823 3.15183 1.49055
C -1.78834 -2.58068 -2.55419
N -5.27155 1.09809 -3.49961
H 2.90548 3.95380 0.84191
N 3.66193 -0.74450 -4.39976
C 3.25391 4.62882 2.60130
H 1.05414 1.66221 6.23332
H 1.25923 0.87537 -3.81526
H -0.85638 -3.89708 -3.79386
N 3.95537 -0.58179 1.71470
O 3.58538 5.70843 2.30345
H 1.41306 -4.15385 3.61143
N -3.64435 0.61533 1.32495
H -5.86915 1.70054 -4.04735
O -4.06861 2.86915 -3.19266
H 0.64973 3.55536 -4.15616
H 2.79077 2.71458 2.03788
N -2.73713 -3.39440 -2.26520
H -3.41253 -3.05018 -1.59779
O -0.64768 1.86749 -2.00590
H -2.27315 -5.64858 0.74611
H -0.60350 -4.26512 3.10426
O -1.66990 1.24272 2.18304
H 3.59318 4.77569 4.62452
N 1.88301 1.52016 5.67394
N -2.65668 -0.57856 2.76910
H 2.83654 1.71771 5.94200
O 2.68160 0.67493 0.33668
N 1.67473 -3.58443 2.81936
C 3.58780 -0.08053 0.57814
C 2.36529 -0.56292 -4.40151
H -3.33544 0.06864 -2.54562
N 0.38354 1.45185 4.16197
H -0.27668 1.40942 4.92512
H 4.56317 -0.23697 -1.24857
O 2.58083 1.44705 3.55852
H 0.04125 4.63773 1.01704
N -1.64336 -8.12737 0.54359
C -1.57109 4.17155 0.11381
N 2.87700 3.69662 1.81820
H 4.14113 -1.60683 -4.61623
H 4.20303 -0.03233 -3.93059
C -0.79922 -7.14316 0.32144
N 0.32022 3.41921 -3.21118
O -2.52847 3.40260 -0.02077
H 4.69151 -1.27279 1.68763
H -2.62210 -7.87850 0.52827
N -3.59389 0.96737 -2.16407
C 0.75834 -2.96037 2.16587
H -2.11456 -0.74769 3.60433
N -0.58858 3.87643 0.80770
H 3.06880 1.17062 -3.76329
N -0.82569 -3.01874 -3.29618
N -0.38139 -3.49519 2.48945
H 4.87269 -1.41823 -0.04405
C -4.26381 1.68349 -2.98551
H -0.74468 -5.06759 0.49095
H 2.63315 -3.40526 2.55584
H 0.82093 3.59777 -2.35240
O 0.85494 -2.01795 1.43001
H 3.04782 3.22964 4.13763
C 1.66873 1.49501 4.38467
N -0.81348 1.95904 -4.21884
H 0.09558 1.45833 3.19391
O -1.80115 -1.40964 -2.17970
H -0.32425 2.33136 -5.02017
H -1.08435 -3.08462 1.89164
H -2.47435 5.50418 -0.83244
C -0.43715 2.39126 -3.06074
H -5.66595 0.29343 -3.03370
N -1.31787 -5.89810 0.53335
N 4.32216 -0.62837 -0.34923
H 3.55785 -0.21888 2.56931
H -2.78304 -4.32218 -2.66170
H -1.24018 -8.97947 0.18100
N 2.22449 0.69907 -4.05463
C -2.63951 0.51525 2.10966



No. 4
The following is a quantum chemistry calculation of 2 unconnected molecules or ions with the total composition C4H7BF2N2O4, from the OMol25 dataset.

Its spin multiplicity is 1. Its total charge is 0. Its SMILES is CBN(C(=O)F)C(=O)F.C[N+](=O)[O-]. The value obtained for the maximum force is 0.85 eV/Å. Its HOMO-LUMO gap is 10.810 eV. The LUMO energy comes out at -0.0114 Ha.

CARTESIAN COORDINATES (ANGSTROEM)
C -1.75794 0.16628 -2.71348
H -2.68744 -2.05957 -0.38308
H -1.78779 -1.37334 0.92761
B -0.78386 -1.23371 -0.94138
C -1.68129 -2.00396 0.04050
O -0.67710 2.30527 -0.87583
H 2.47633 2.29836 2.52240
O 1.75350 -0.74429 1.95371
C -0.37670 1.20079 -1.16097
C 2.48482 1.43929 1.86358
O 1.43789 0.47915 3.69687
N -1.27881 0.13662 -1.39176
H 0.24181 -1.67185 -1.35081
F 0.90224 0.80390 -1.20186
H 3.49588 1.14024 1.60696
H 1.89937 1.62070 0.96808
N 1.84274 0.29761 2.57121
F -2.99080 -0.37901 -2.75402
H -1.31043 -2.98444 0.30802
O -1.20242 0.56195 -3.68576



Question: Which of these has the lowest total charge?
Answer: C31H26BrN8O2Se4Sn



Question: What is the formula in the third record?
Answer: C11H44KN22O11



Question: Which formula does entry 4 have?
Answer: C4H7BF2N2O4



Question: The lowest maximum force belongs to which entry?
Answer: C4H7BF2N2O4